Molecular formula: C19H38BeF3N2O13S3
Method: DFT, ωB97M-V/def2-TZVPD

Last column: Löwdin spin population.
Positions of all 79 atoms, in Å:
S  -3.89  0.52  -1.82  0.013
S  -2.74  -3.54  0.54  0.008
S  -4.36  0.29  2.04  -0.014
F  -3.16  -4.81  2.84  0.000
F  -1.10  -4.58  2.41  0.000
F  -2.09  -2.87  3.16  0.000
O  -3.10  -0.27  1.46  0.076
O  -5.25  0.70  -1.28  0.040
O  0.98  0.79  0.78  0.090
O  -3.80  0.81  -3.21  0.004
O  -0.95  -0.38  -2.81  0.053
O  -3.98  -2.75  0.49  -0.001
O  -4.52  -0.03  3.43  0.205
O  -3.05  -4.90  -0.08  0.005
O  -5.47  -0.50  1.47  0.670
O  -3.12  1.35  -0.96  0.056
O  -3.55  -0.84  -1.41  0.025
O  -4.57  1.66  1.61  0.078
O  -1.61  -2.82  -0.12  0.066
N  0.57  0.45  2.06  0.035
N  0.35  0.10  -2.76  0.035
C  1.50  -1.16  -4.52  -0.003
C  1.29  -0.94  -3.00  0.003
C  -0.70  2.38  -3.26  0.001
C  0.52  1.53  -3.31  0.001
C  2.72  -0.73  -2.35  -0.054
C  3.00  -0.12  2.67  -0.271
C  1.82  0.18  -5.14  -0.013
C  0.23  1.71  2.89  0.000
C  1.13  -0.79  4.21  -0.012
C  1.39  -1.81  1.85  0.010
C  0.94  -2.34  -2.45  0.010
C  -1.05  2.37  2.40  0.005
C  -2.21  -3.94  2.33  0.000
C  0.91  0.44  5.05  -0.046
C  -0.07  1.48  4.36  -0.006
C  0.81  1.30  -4.87  -0.002
C  1.65  2.34  -2.56  -0.043
C  1.48  -0.54  2.70  0.001
C  1.44  2.70  2.75  -0.128
Be  -1.31  -0.28  -0.21  0.432
H  1.89  0.88  5.24  -0.030
H  3.35  -1.59  -2.54  -0.012
H  2.28  2.61  3.44  -0.046
H  3.47  -0.13  1.69  -0.047
H  -1.12  -0.50  -3.74  0.001
H  0.56  0.19  6.05  -0.007
H  2.68  -0.54  -1.28  -0.002
H  1.87  -1.38  4.74  -0.011
H  2.60  2.13  -3.05  -0.012
H  2.40  -1.73  -4.74  -0.003
H  0.10  -1.16  4.20  0.000
H  -1.55  3.06  3.08  0.000
H  1.07  3.69  3.01  -0.013
H  1.88  0.04  -6.22  -0.003
H  -1.49  1.87  -3.82  0.000
H  3.34  0.04  -2.83  -0.014
H  -1.68  1.54  2.09  0.005
H  0.40  -2.17  1.55  0.009
H  1.75  -3.06  -2.55  -0.001
H  0.17  -2.78  -3.09  0.000
H  3.57  -0.70  3.40  -0.058
H  -1.11  1.23  4.58  0.000
H  1.94  -1.67  0.93  0.000
H  1.48  3.41  -2.41  -0.009
H  -0.67  3.38  -3.69  0.000
H  1.77  -2.75  2.27  -0.003
H  1.19  2.18  -5.38  -0.002
H  3.24  0.88  3.06  -0.050
H  0.71  -1.68  -5.07  0.000
H  -0.88  2.93  1.47  0.000
H  2.82  0.44  -4.80  -0.005
H  1.81  2.69  1.72  -0.017
H  0.22  2.35  4.93  -0.007
H  -0.10  0.89  -5.31  0.000
H  1.67  2.02  -1.52  -0.002
H  0.48  -2.37  -1.46  0.013
H  -1.02  2.34  -2.22  0.002
H  1.81  1.26  0.89  -0.002

## Properties
HOMO-LUMO gap (alpha / beta) in eV: 3.16 / 1.89
Total charge: -4
<S²>: 1.75
2S+1: 2
Highest occupied orbital energy (alpha / beta) in eV: 4.38 / 5.65
LUMO (alpha / beta) in eV: 7.536 / 7.547

Molecular formula: C19H38Br2INO4P
Method: DFT, ωB97M-V/def2-TZVPD

Last column: Löwdin charge in e.
Positions of all 66 atoms, in Å:
I  1.05  -4.60  -3.19  0.802
Br  -6.29  -0.10  -0.23  0.723
Br  -3.81  -2.16  1.50  0.623
P  0.09  -1.11  0.05  1.046
O  4.53  0.19  3.31  -0.048
O  6.66  0.85  3.18  0.123
O  -4.96  1.67  -2.96  0.139
O  -2.93  1.82  -2.03  -0.054
N  1.74  -0.29  -0.12  -0.327
C  -3.78  -0.38  -2.56  -0.020
C  1.88  -3.51  -1.53  -0.672
C  2.42  1.53  3.25  -0.155
C  -1.87  2.06  -2.95  -0.187
C  3.36  0.61  4.02  -0.167
C  -1.08  0.24  0.45  -0.244
C  -5.44  -1.33  2.20  -0.669
C  -6.56  -1.38  1.20  -0.675
C  0.26  -2.14  1.54  -0.252
C  2.40  0.04  1.23  -0.144
C  -0.75  2.83  -2.24  -0.157
C  1.65  1.00  -0.88  -0.175
C  -3.98  1.10  -2.57  -0.546
C  0.64  2.38  -2.69  -0.173
C  0.97  0.94  -2.24  -0.178
C  5.50  1.12  3.14  -0.341
C  1.54  0.78  2.24  -0.177
C  2.72  -1.20  -0.84  -0.145
C  2.18  -2.09  -1.97  -0.349
H  1.11  -3.58  -0.76  0.000
H  1.76  2.00  3.98  0.128
H  -7.50  -1.11  1.68  0.065
H  -0.65  1.23  0.53  0.024
H  1.16  1.75  -0.25  0.109
H  -3.55  -0.69  -1.54  0.041
H  2.95  -2.14  -2.73  0.113
H  1.29  -2.50  1.61  0.050
H  0.87  1.50  1.77  0.095
H  2.67  1.36  -1.03  0.140
H  0.91  0.09  2.81  0.097
H  -2.22  2.66  -3.80  0.140
H  -2.97  -0.65  -3.23  0.089
H  3.66  1.07  4.96  0.134
H  2.77  -4.06  -1.25  0.049
H  -5.69  -1.90  3.10  0.062
H  2.95  2.33  2.75  0.113
H  -1.49  1.12  -3.36  0.114
H  -5.17  -0.32  2.47  0.051
H  3.50  -0.56  -1.26  0.136
H  0.05  0.36  -2.21  0.081
H  -0.37  -3.01  1.40  0.045
H  -6.66  -2.36  0.74  0.055
H  1.64  0.50  -2.97  0.119
H  1.37  3.05  -2.23  0.117
H  5.16  2.14  2.91  0.145
H  1.30  -1.67  -2.45  0.058
H  -1.81  0.26  -0.36  0.015
H  3.21  -1.83  -0.10  0.129
H  -4.71  -0.85  -2.86  0.082
H  -0.85  2.76  -1.16  0.105
H  2.76  -0.89  1.65  0.115
H  2.83  -0.31  4.29  0.134
H  0.02  -1.65  2.49  0.041
H  3.25  0.68  0.98  0.133
H  -1.60  -0.01  1.37  0.028
H  0.75  2.48  -3.77  0.124
H  -0.87  3.88  -2.48  0.123

## Properties
HOMO-LUMO gap in eV: 9.65
Total charge: +1
Highest occupied orbital energy in eV: -11.98
LUMO in eV: -2.335

Molecular formula: C19H38Cl2N4
Method: DFT, ωB97M-V/def2-TZVPD

Last column: Löwdin charge in e.
Positions of all 63 atoms, in Å:
Cl  -2.60  -1.58  0.27  0.767
Cl  -1.71  -2.00  -3.19  0.702
N  -0.31  0.57  -1.37  0.218
N  -6.54  1.76  -0.97  -0.201
N  2.38  -1.37  0.59  0.203
N  7.60  0.90  0.73  -0.204
C  -7.65  2.61  -1.34  -0.253
C  -0.59  -0.47  -0.98  -0.308
C  -1.09  -2.78  -1.73  -0.680
C  7.54  -1.63  0.37  -0.083
C  -3.32  -4.17  -1.66  -0.136
C  -0.01  -2.37  0.53  -0.150
C  8.03  0.85  2.11  -0.280
C  1.31  -1.75  0.49  -0.199
C  7.99  -0.24  -0.09  -0.249
C  9.53  0.67  2.27  -0.094
C  -6.72  0.95  0.22  -0.248
C  -5.24  2.41  -1.10  -0.271
C  -6.52  1.62  1.58  -0.082
C  6.24  1.38  0.56  -0.251
C  -1.81  -4.11  -1.43  -0.274
C  5.10  0.53  1.13  -0.105
C  -7.92  3.86  -0.50  -0.087
C  -1.01  -1.80  -0.53  -0.772
C  -4.08  1.43  -1.02  -0.110
H  -8.34  3.61  0.47  0.054
H  7.74  -1.80  1.43  0.065
H  -3.89  -3.71  -0.87  0.041
H  -7.02  4.45  -0.34  0.066
H  9.08  -0.24  -0.17  0.100
H  4.17  1.10  1.11  0.065
H  9.81  0.77  3.32  0.071
H  9.86  -0.32  1.94  0.063
H  -5.09  3.20  -0.35  0.103
H  -3.98  1.00  -0.03  0.032
H  -8.56  1.99  -1.37  0.110
H  -1.34  -4.86  -2.08  0.114
H  10.07  1.42  1.70  0.079
H  -3.14  1.95  -1.25  0.070
H  6.07  1.53  -0.51  0.111
H  6.48  -1.81  0.19  0.054
H  -7.71  0.50  0.17  0.114
H  -8.64  4.50  -1.01  0.069
H  -6.03  0.10  0.16  0.096
H  -3.61  -3.76  -2.63  0.047
H  -5.61  2.22  1.62  0.066
H  5.29  0.25  2.17  0.066
H  -0.04  -3.01  -1.94  0.111
H  -6.44  0.86  2.36  0.070
H  -5.22  2.90  -2.07  0.118
H  7.75  1.80  2.58  0.116
H  7.62  -0.06  -1.10  0.113
H  4.92  -0.37  0.56  0.028
H  -0.43  -2.25  1.53  0.114
H  -3.61  -5.23  -1.68  0.077
H  6.19  2.37  1.00  0.108
H  8.09  -2.39  -0.19  0.070
H  -7.49  2.92  -2.38  0.109
H  -1.60  -4.40  -0.40  0.104
H  -7.36  2.27  1.85  0.054
H  0.11  -3.44  0.35  0.120
H  -4.21  0.62  -1.74  0.077
H  7.52  0.06  2.69  0.101

## Properties
HOMO-LUMO gap in eV: 8.10
SMILES: CC[C@@H](Cl)[C@](Cl)(C#N)CC#N.CCN(CC)CC.CCN(CC)CC
Highest occupied orbital energy in eV: -7.82
LUMO in eV: 0.279

Summary of max |F| in eV/Å
6.774; 1.521; 0.537
(order as listed above)